ORCA calculation (ωB97M-V with the def2-TZVPD basis set) on a molecular structure, C37H50BN8O4S5V.

Last column: Mulliken spin population.
Cartesian coordinates (Å):
V -1.1074 -0.2174 -0.7437  2.306
C 1.5221 -2.6371 5.0287  -0.013
C 1.1877 -1.1924 4.8172  -0.114
C 1.6549 -0.2150 5.6980  0.331
C 1.3551 1.1248 5.3975  -0.135
N 0.6423 1.4797 4.3751  0.190
N 0.1122 0.5469 3.5300  0.170
B -0.7287 1.0794 2.5202  -0.111
N -1.8910 0.3593 2.0422  0.093
N -2.4509 -0.4253 2.9877  -0.050
C -3.6293 -0.9204 2.8299  0.034
C -4.3792 -0.7075 1.6380  -0.057
C -3.8098 -0.0118 0.6196  0.087
C -4.5093 0.2397 -0.6687  -0.009
C -2.4792 0.5136 0.7818  -0.157
S -2.0317 1.8572 -0.1965  -0.029
C -4.2376 -1.6680 4.0009  -0.003
C -3.1710 -1.9182 5.0685  0.017
C -5.3569 -0.7980 4.5979  0.002
C -4.7992 -3.0094 3.5161  0.006
N -0.7568 2.5543 2.3516  0.007
N -1.9507 3.0852 2.5911  -0.013
C -2.1428 4.3640 2.4812  0.007
C -1.0720 5.2404 2.1918  0.001
C 0.1750 4.7177 1.9695  -0.005
C 1.3544 5.5993 1.7007  -0.001
C 0.3282 3.3022 1.9874  -0.029
S 1.7213 2.5242 1.4991  -0.001
C -3.5548 4.8609 2.7127  0.004
C -4.4923 3.6721 2.9227  0.003
C -4.0172 5.6425 1.4783  -0.003
C -3.5624 5.7469 3.9645  0.001
C 0.4261 -0.8025 3.7373  0.337
S -0.1420 -1.9750 2.5701  -0.003
C 1.7933 2.2655 6.2944  -0.011
C 3.3184 2.2913 6.4086  -0.010
C 1.3123 3.5934 5.7100  0.005
C 1.1635 2.0762 7.6799  -0.010
H 2.0971 -2.7601 5.9443  -0.002
H 2.1023 -3.0144 4.1880  0.002
H 0.6126 -3.2301 5.0927  -0.005
H 2.2422 -0.4832 6.5598  0.026
H -5.3799 -1.0996 1.5488  0.002
H -5.5090 -0.1904 -0.6625  0.002
H -3.9136 -0.2159 -1.4692  0.011
H -4.5575 1.3130 -0.8616  0.000
H -2.7872 -0.9714 5.4367  -0.003
H -2.3432 -2.4721 4.6348  -0.004
H -3.5848 -2.4844 5.9022  0.001
H -4.9474 0.1491 4.9436  0.000
H -5.8177 -1.3033 5.4459  0.000
H -6.1310 -0.5831 3.8646  -0.001
H -4.0215 -3.5745 3.0098  -0.001
H -5.6236 -2.8769 2.8207  0.000
H -5.1628 -3.5970 4.3566  -0.001
H -1.2245 6.3079 2.1303  -0.001
H 1.5715 6.1985 2.5855  0.000
H 1.1521 6.2716 0.8680  0.000
H 2.2178 4.9809 1.4714  0.000
H -4.4652 3.0222 2.0540  -0.002
H -5.5116 4.0212 3.0756  0.000
H -4.1760 3.0916 3.7834  0.000
H -3.9034 5.0158 0.5968  0.001
H -3.4360 6.5514 1.3407  -0.001
H -5.0670 5.9150 1.5762  0.000
H -3.2040 5.1750 4.8166  0.000
H -4.5660 6.1028 4.1880  0.000
H -2.9145 6.6108 3.8416  0.000
H 3.7581 2.4639 5.4298  0.000
H 3.6995 1.3510 6.7975  0.005
H 3.6248 3.0941 7.0778  0.000
H 1.7110 3.7266 4.7100  0.000
H 1.6316 4.4216 6.3396  0.000
H 0.2296 3.5916 5.6338  0.001
H 1.4793 1.1444 8.1416  0.006
H 0.0791 2.0651 7.5987  0.000
H 1.4542 2.8971 8.3331  0.001
O -2.1172 -0.9420 -2.2815  -0.018
S -1.6221 -2.2229 -1.6334  0.022
O -2.1344 -3.4082 -2.2609  0.005
O -0.1561 -2.0776 -1.6584  -0.006
O -2.0237 -2.0328 -0.2112  0.013
C 2.3901 3.8224 -2.0073  0.000
N 1.8376 2.4992 -1.9511  0.008
C 2.4900 1.3102 -2.1009  -0.007
C 1.5803 0.3293 -1.8339  0.039
N 0.3859 0.9003 -1.5071  -0.016
C 0.5755 2.2009 -1.5980  0.036
H 3.1563 3.8743 -2.7810  0.000
H 2.8317 4.0921 -1.0441  0.000
H 1.5870 4.5249 -2.2307  0.000
H 3.5242 1.2516 -2.3718  0.000
H 1.6781 -0.7393 -1.8796  0.001
H -0.1737 2.9431 -1.4137  -0.003
S 1.0424 -1.4099 0.9408  0.040
C 1.8725 -2.9152 0.5475  0.001
C 3.0006 -2.8479 -0.2666  0.003
C 3.7150 -3.9947 -0.5527  -0.002
C 3.3391 -5.2120 -0.0049  0.005
C 2.2014 -5.2787 0.7823  -0.003
C 1.4551 -4.1443 1.0423  0.006
H 3.3096 -1.8950 -0.6693  0.000
H 4.5789 -3.9375 -1.2010  0.000
H 3.9264 -6.1002 -0.1971  0.001
H 1.8888 -6.2256 1.2005  0.000
H 0.5497 -4.2104 1.6280  0.003

For the relative energy (zero: lowest compared OMol25 entry of this formula, charge and spin), the calculation gives 65.5 kcal/mol. As for the net charge: -1. The calculation puts the HOMO-LUMO gap (alpha / beta) at 5.751 / 4.889 eV. For the LUMO energy (alpha / beta), the calculation gives 2.2 / 1.9 eV. Its spin multiplicity is 4. The largest force on an atom is 3.6 eV/Å.

ORCA calculation (ωB97M-V with the def2-TZVPD basis set) on a molecular structure, C37H50IN3Ru.

Last column: Mulliken spin population.
Cartesian coordinates (Å):
Ru 1.0508 0.2034 -0.7635  2.145
C -1.1518 0.9341 -0.5174  -0.015
C -2.0629 -0.0667 -1.0261  0.333
C -2.2915 -1.0202 0.0550  0.097
C -1.7743 -0.4301 1.2086  0.165
C -1.1831 0.8221 0.9226  0.060
C -1.2363 1.9884 1.8599  0.050
C -0.7105 1.6975 3.2717  0.059
C -0.5299 3.2116 1.2732  0.010
C -2.7574 2.2642 2.0009  0.063
C -2.8610 -2.4209 0.0851  -0.024
C -2.7818 -3.0058 1.5031  -0.001
C -4.3381 -2.5313 -0.3270  0.010
C -2.0045 -3.3267 -0.8231  0.031
C -2.9410 0.2799 -2.2063  0.090
C -2.4781 1.5409 -2.9575  0.012
C -4.3145 0.6423 -1.5888  0.086
C -3.1084 -0.8138 -3.2716  0.048
H -1.1289 1.9141 -0.9777  0.043
H -1.8711 -0.8068 2.2059  -0.023
H 0.3603 1.8524 3.3232  -0.024
H -0.9334 0.6822 3.5817  -0.002
H -1.1775 2.3743 3.9823  -0.002
H 0.4400 2.9309 0.8506  0.000
H -0.3669 3.9510 2.0499  -0.001
H -1.1256 3.6837 0.4966  -0.002
H -3.2221 1.4912 2.6071  0.001
H -3.2579 2.2961 1.0361  -0.006
H -2.9014 3.2224 2.4924  0.001
H -3.3767 -2.4262 2.2028  0.000
H -1.7577 -3.0651 1.8605  -0.001
H -3.1831 -4.0149 1.4921  0.000
H -4.9589 -1.9432 0.3453  0.000
H -4.6440 -3.5712 -0.2368  0.000
H -4.5293 -2.2266 -1.3491  -0.001
H -0.9509 -3.2489 -0.5507  -0.004
H -2.1265 -3.0851 -1.8752  -0.019
H -2.3172 -4.3580 -0.6766  0.001
H -2.6257 2.4441 -2.3715  -0.003
H -3.0784 1.6515 -3.8560  -0.001
H -1.4391 1.4890 -3.2702  0.003
H -4.2127 1.5127 -0.9435  -0.013
H -4.7293 -0.1663 -1.0029  -0.003
H -5.0085 0.8905 -2.3878  0.002
H -2.1854 -0.9275 -3.8356  -0.019
H -3.8868 -0.5074 -3.9661  0.002
H -3.3877 -1.7748 -2.8615  -0.003
C 2.1831 -2.8026 1.4369  0.015
C 1.0811 -1.7772 1.6996  0.121
C 1.5586 -0.7005 2.6338  0.018
C 1.5472 -0.9269 3.9985  -0.012
C 2.0887 0.0012 4.8772  0.044
C 2.6345 1.1760 4.3934  -0.020
C 2.6880 1.4434 3.0304  0.039
C 3.2309 2.7706 2.5783  -0.010
C 4.7157 2.9245 2.9196  0.005
C 2.1600 0.4790 2.1435  0.081
N 2.3375 0.5506 0.7622  0.198
C 3.5818 0.6762 0.3337  -0.013
C 3.8910 0.2414 -0.9456  0.130
C 5.1058 0.1425 -1.6758  0.003
C 4.8204 -0.6379 -2.7677  0.095
C 3.4463 -0.9819 -2.6907  0.194
N 2.8862 -0.4455 -1.6208  -0.015
H 1.8155 -3.5999 0.7959  -0.001
H 2.5134 -3.2480 2.3720  0.001
H 3.0401 -2.3305 0.9584  0.002
H 0.2225 -2.2821 2.1451  -0.023
H 0.7556 -1.3433 0.7111  -0.031
H 1.1242 -1.8482 4.3696  0.002
H 2.0705 -0.1895 5.9381  0.000
H 3.0220 1.9073 5.0859  0.002
H 2.6901 3.5591 3.1077  0.003
H 3.0765 2.9287 1.5087  0.006
H 4.8725 2.8450 3.9903  0.000
H 5.0712 3.8986 2.5956  0.001
H 5.3203 2.1582 2.4386  -0.001
H 4.3715 0.9469 1.0275  0.000
H 6.0444 0.5957 -1.4228  -0.001
H 5.4898 -0.9460 -3.5441  0.002
H 2.8966 -1.6005 -3.3799  0.031
I 1.5167 2.5827 -2.5953  0.065
C 0.8762 0.7872 -3.5739  0.033
C 0.9530 0.6382 -4.9432  0.002
C 0.6266 -0.6029 -5.4775  0.000
C 0.2482 -1.6254 -4.6198  0.005
C 0.1722 -1.3695 -3.2594  0.037
N 0.4674 -0.1749 -2.7417  -0.091
H 1.2714 1.4579 -5.5668  -0.001
H 0.6891 -0.7662 -6.5410  0.000
H 0.0118 -2.6078 -4.9957  0.000
H -0.1297 -2.1367 -2.5536  -0.057

As for the net charge: +2. The calculation puts the HOMO-LUMO gap (alpha / beta) at 7.235 / 5.137 eV. For the LUMO energy (alpha / beta), the calculation gives -6.1 / -8.6 eV. Its spin multiplicity is 5. The largest force on an atom is 1.4 eV/Å.

ORCA calculation (ωB97M-V with the def2-TZVPD basis set) on a molecular structure, C37H51BrCuN2P2S.

Last column: Mulliken spin population.
Cartesian coordinates (Å):
N -6.2485 4.5466 -5.5494  0.001
C -6.0776 5.0512 -4.3323  0.000
C -5.1652 4.4922 -3.4223  0.000
C -4.4461 3.3138 -3.7585  0.001
C -4.5672 2.8915 -5.1083  0.001
C -5.5261 3.5045 -5.9427  0.000
C -3.6023 2.6497 -2.7623  0.000
Cu -1.2473 0.4574 -0.2627  -0.001
P 5.0979 -1.0204 -0.5739  0.685
C -2.7867 1.5810 -3.0026  -0.003
C -1.4510 1.5547 -2.5065  0.004
C -0.4074 1.1405 -3.3730  -0.001
C 0.8906 1.6654 -3.2567  0.001
C 1.2412 2.3497 -2.0672  -0.001
C 0.2871 2.5842 -1.0634  0.002
C -1.0802 2.1969 -1.2652  -0.001
Br 2.9603 2.8775 -1.7220  0.011
H -3.6175 3.1700 -1.7640  0.000
H -3.1170 0.8669 -3.7585  0.000
H -5.0195 4.9806 -2.4584  0.000
H -3.9103 2.1151 -5.4918  0.000
H -6.6815 5.9292 -4.0667  0.000
H -5.6834 3.1179 -6.9617  0.000
H -0.6603 0.4999 -4.2368  0.000
H -1.8613 2.6919 -0.6821  0.000
H 1.6422 1.5248 -4.0442  0.000
H 0.5424 3.1560 -0.1711  0.000
P -0.7943 -1.7169 -0.6526  -0.002
C 4.7875 0.7501 -0.2511  0.053
C 5.9473 1.6632 -0.7234  0.021
H 4.5872 0.8953 0.8290  -0.006
H 3.8648 1.0119 -0.8017  0.034
H 5.7655 2.7113 -0.4437  0.002
H 6.8873 1.3497 -0.2467  -0.005
H 6.0878 1.6298 -1.8167  0.000
C 4.4340 -1.5281 -2.2057  0.058
C 5.3403 -2.4974 -2.9975  0.024
H 4.2903 -0.6033 -2.7940  -0.007
H 3.4405 -1.9796 -2.0469  0.035
H 5.0034 -2.5740 -4.0393  0.000
H 6.3772 -2.1478 -3.0125  -0.004
H 5.3204 -3.5135 -2.5875  -0.001
C 4.3807 -1.9994 0.7902  0.038
C 5.3268 -2.2264 1.9837  0.022
H 4.1452 -2.9726 0.3423  -0.008
H 3.4579 -1.5015 1.1167  0.042
H 4.8732 -2.9329 2.6876  0.001
H 6.2850 -2.6533 1.6652  -0.006
H 5.5215 -1.3100 2.5529  -0.001
C -0.4394 -2.9376 0.7067  0.000
C -1.1329 -4.2947 0.7123  0.000
H -0.6181 -2.3944 1.6432  0.000
H 0.6493 -3.1075 0.6688  0.001
H -2.1785 -4.2312 1.0329  0.000
H -1.1089 -4.7860 -0.2664  0.000
H -0.6138 -4.9647 1.4102  0.000
C 0.6416 -2.1752 -1.7167  0.005
C 0.4489 -2.3323 -3.2186  0.002
H 1.0522 -3.1156 -1.3224  0.001
H 1.3882 -1.3937 -1.5247  -0.002
H -0.4524 -2.9084 -3.4609  0.000
H 0.3871 -1.3640 -3.7290  0.000
H 1.3052 -2.8832 -3.6423  0.000
C -2.2495 -2.4630 -1.5021  0.000
C -3.5255 -2.1673 -0.7145  0.000
H -2.0819 -3.5516 -1.6083  0.000
H -2.3100 -2.0053 -2.5072  0.000
H -4.4115 -2.3068 -1.3443  0.000
H -3.6357 -2.8331 0.1528  0.000
H -3.5473 -1.1345 -0.3413  0.000
N -1.2798 0.0073 1.7537  0.001
S -0.2184 0.4466 2.8876  0.001
C -1.0679 1.7340 3.7837  0.000
C -0.4522 2.4436 4.8395  0.000
C -1.1850 3.4246 5.5003  0.000
C -2.5210 3.6725 5.1548  0.000
C -3.1217 2.9402 4.1330  0.000
C -2.3878 1.9818 3.4337  0.000
C -0.0059 -0.7780 4.1722  0.000
C -1.1247 -1.3346 4.7926  0.000
C -0.9541 -2.2355 5.8527  0.000
C 0.3358 -2.5456 6.3036  0.000
C 1.4645 -1.9677 5.6939  0.000
C 1.2958 -1.0918 4.6213  0.000
H -2.0901 -0.4690 2.1790  0.000
H 0.5707 2.2018 5.1215  0.000
H -0.7108 4.0015 6.2877  0.000
H -3.0936 4.4319 5.6863  0.000
H -4.1566 3.0969 3.8501  0.000
H -2.8348 1.4097 2.6287  0.000
H -2.1186 -1.0262 4.4756  0.000
H -1.8297 -2.6783 6.3286  0.000
H 0.4634 -3.2494 7.1340  0.000
H 2.4679 -2.2003 6.0634  0.000
H 2.1521 -0.6091 4.1509  0.000

For the relative energy (zero: lowest compared OMol25 entry of this formula, charge and spin), the calculation gives 12.2 kcal/mol. As for the net charge: +2. The calculation puts the HOMO-LUMO gap (alpha / beta) at 7.242 / 4.098 eV. For the LUMO energy (alpha / beta), the calculation gives -5.1 / -8.2 eV. Its spin multiplicity is 2. The largest force on an atom is 2.6 eV/Å.